Below is a structure of composition C52H51N5O3PSr, with properties calculated with ωB97M-V with the def2-TZVPD basis set.

CARTESIAN COORDINATES (ANGSTROEM)
1 Sr -0.39 1.32 -0.76
2 C -2.81 4.71 1.92
3 C -2.32 3.64 2.85
4 C -2.02 3.90 4.18
5 C -1.58 2.90 5.03
6 C -1.42 1.61 4.55
7 C -1.70 1.30 3.22
8 C -1.45 -0.07 2.67
9 C -2.15 2.33 2.39
10 N -2.40 2.07 1.00
11 C -3.56 1.63 0.70
12 C -4.67 1.30 1.65
13 C -3.86 1.46 -0.77
14 C -5.24 1.82 -1.23
15 N -2.90 1.08 -1.51
16 C -3.10 0.94 -2.93
17 C -2.54 1.91 -3.76
18 C -1.75 3.07 -3.21
19 C -2.70 1.77 -5.13
20 C -3.38 0.69 -5.66
21 C -3.90 -0.27 -4.82
22 C -3.78 -0.16 -3.44
23 C -4.38 -1.21 -2.54
24 H -2.69 5.70 2.37
25 H -3.87 4.59 1.69
26 H -2.27 4.70 0.97
27 H -2.14 4.91 4.55
28 H -1.36 3.13 6.06
29 H -1.07 0.82 5.21
30 H -1.21 -0.78 3.47
31 H -0.59 -0.07 2.01
32 H -2.30 -0.46 2.11
33 H -4.33 1.32 2.68
34 H -5.06 0.30 1.41
35 H -5.50 2.00 1.54
36 H -5.56 2.76 -0.76
37 H -5.95 1.05 -0.91
38 H -5.29 1.92 -2.31
39 H -2.15 3.46 -2.27
40 H -1.74 3.90 -3.92
41 H -0.70 2.79 -3.09
42 H -2.29 2.53 -5.79
43 H -3.49 0.59 -6.73
44 H -4.43 -1.13 -5.23
45 H -4.52 -2.14 -3.09
46 H -5.37 -0.91 -2.18
47 H -3.75 -1.43 -1.67
48 O 1.80 0.46 -1.12
49 C 1.35 -0.04 -2.18
50 O 0.51 0.56 -2.90
51 C 1.67 -1.49 -2.47
52 C 2.55 -1.84 -3.48
53 C 2.90 -3.16 -3.67
54 C 2.36 -4.15 -2.85
55 C 1.45 -3.80 -1.85
56 C 1.09 -2.47 -1.66
57 P -0.11 -1.97 -0.38
58 C -1.52 -3.09 -0.60
59 C -2.46 -3.18 0.43
60 C -3.61 -3.94 0.27
61 C -3.85 -4.61 -0.92
62 C -2.93 -4.51 -1.95
63 C -1.78 -3.75 -1.80
64 C 0.73 -2.48 1.16
65 C 1.68 -1.59 1.65
66 C 2.37 -1.86 2.82
67 C 2.11 -3.04 3.51
68 C 1.18 -3.94 3.02
69 C 0.49 -3.67 1.84
70 H 2.99 -1.07 -4.10
71 H 3.60 -3.43 -4.45
72 H 2.63 -5.19 -2.99
73 H 1.03 -4.57 -1.22
74 H -2.28 -2.68 1.37
75 H -4.32 -4.02 1.09
76 H -4.74 -5.21 -1.04
77 H -3.11 -5.03 -2.89
78 H -1.08 -3.68 -2.63
79 H 1.91 -0.68 1.10
80 H 3.12 -1.17 3.18
81 H 2.64 -3.25 4.43
82 H 0.99 -4.87 3.55
83 H -0.23 -4.39 1.46
84 C 4.53 -3.27 0.54
85 C 4.95 -1.82 0.65
86 C 4.55 -0.89 -0.29
87 C 4.95 0.43 -0.24
88 C 5.78 0.86 0.79
89 N 6.31 2.18 0.88
90 C 5.98 3.28 0.13
91 O 6.81 4.09 -0.23
92 N 4.64 3.45 -0.20
93 C 3.53 3.18 0.60
94 C 3.59 2.93 1.97
95 C 2.42 2.71 2.66
96 C 1.21 2.75 1.98
97 N 1.13 2.96 0.66
98 C 2.27 3.17 0.00
99 C 6.16 -0.06 1.77
100 C 5.76 -1.38 1.70
101 H 3.85 -3.41 -0.30
102 H 4.02 -3.61 1.44
103 H 5.40 -3.91 0.38
104 H 3.91 -1.21 -1.11
105 H 4.64 1.11 -1.02
106 H 7.28 2.22 1.15
107 H 4.53 4.20 -0.86
108 H 4.55 2.91 2.47
109 H 2.43 2.53 3.73
110 H 0.28 2.61 2.51
111 H 2.20 3.31 -1.07
112 H 6.80 0.27 2.59
113 H 6.09 -2.08 2.46

Summary:
* charge: +1

***

Below is a structure of composition C52H51N5O9P2SY at a distorted geometry, with properties calculated with ωB97M-V with the def2-TZVPD basis set.

CARTESIAN COORDINATES (ANGSTROEM)
1 Y -0.09 -1.42 -0.59
2 N -0.14 0.73 -2.04
3 C -0.53 0.39 -3.43
4 C -0.15 -1.03 -3.82
5 O 0.03 -1.31 -5.01
6 N -0.11 -1.87 -2.78
7 C 0.18 -3.27 -3.06
8 C -0.27 -4.17 -1.91
9 O -0.52 -5.34 -2.09
10 O -0.33 -3.57 -0.73
11 H 0.86 0.91 -2.00
12 H -0.62 1.57 -1.74
13 H -1.62 0.46 -3.50
14 H -0.10 1.07 -4.17
15 H -0.29 -3.61 -3.99
16 H 1.26 -3.44 -3.19
17 O 2.41 -1.55 2.33
18 P 1.61 -1.62 3.59
19 C 0.68 -0.11 3.92
20 P -0.50 0.30 2.61
21 O -0.80 -0.90 1.73
22 C 0.18 1.67 1.69
23 C -0.66 2.66 1.17
24 C -0.12 3.65 0.37
25 C 1.24 3.66 0.08
26 C 2.07 2.67 0.59
27 C 1.55 1.67 1.39
28 C -1.98 0.89 3.42
29 C -1.98 2.06 4.18
30 C -3.15 2.49 4.77
31 C -4.32 1.77 4.59
32 C -4.33 0.61 3.83
33 C -3.15 0.16 3.25
34 C 2.68 -1.83 5.03
35 C 3.96 -2.31 4.81
36 C 4.82 -2.51 5.88
37 C 4.41 -2.24 7.17
38 C 3.12 -1.75 7.40
39 C 2.26 -1.55 6.33
40 C 0.41 -2.95 3.58
41 C -0.54 -3.10 4.59
42 C -1.51 -4.09 4.48
43 C -1.54 -4.91 3.37
44 C -0.59 -4.77 2.36
45 C 0.39 -3.79 2.48
46 H 1.41 0.69 4.05
47 H 0.10 -0.20 4.83
48 H -1.73 2.65 1.35
49 H -0.77 4.41 -0.04
50 H 1.65 4.44 -0.55
51 H 3.12 2.66 0.34
52 H 2.19 0.87 1.74
53 H -1.07 2.64 4.29
54 H -3.16 3.41 5.34
55 H -5.25 2.14 5.02
56 H -5.25 0.08 3.66
57 H -3.15 -0.73 2.63
58 H 4.28 -2.51 3.79
59 H 5.82 -2.88 5.70
60 H 5.08 -2.39 8.00
61 H 2.80 -1.53 8.41
62 H 1.27 -1.17 6.52
63 H -0.55 -2.45 5.46
64 H -2.26 -4.20 5.26
65 H -2.31 -5.67 3.27
66 H -0.63 -5.38 1.47
67 H 1.11 -3.66 1.68
68 C 2.09 -0.75 -0.73
69 C 3.20 -0.31 -1.05
70 C 4.41 0.23 -1.43
71 C 5.19 0.90 -0.36
72 C 5.14 0.40 0.94
73 C 5.80 1.05 1.97
74 C 6.51 2.22 1.73
75 C 6.54 2.75 0.44
76 C 5.88 2.10 -0.59
77 C 4.86 0.10 -2.81
78 C 3.98 -0.46 -3.75
79 C 4.35 -0.61 -5.08
80 C 5.61 -0.22 -5.50
81 C 6.50 0.31 -4.58
82 C 6.14 0.46 -3.25
83 H 4.54 -0.48 1.15
84 H 5.76 0.64 2.97
85 H 7.03 2.72 2.53
86 H 7.06 3.67 0.24
87 H 5.87 2.53 -1.58
88 H 3.00 -0.79 -3.43
89 H 3.64 -1.04 -5.77
90 H 5.90 -0.33 -6.54
91 H 7.50 0.60 -4.89
92 H 6.87 0.84 -2.55
93 C -6.31 3.33 -7.07
94 C -5.60 3.15 -5.74
95 S -5.99 1.58 -5.04
96 O -7.39 1.59 -4.68
97 O -5.49 0.56 -5.93
98 C -5.04 1.54 -3.56
99 C -5.41 0.31 -2.73
100 N -4.40 0.07 -1.71
101 C -3.41 -0.88 -1.82
102 N -2.52 -0.74 -0.87
103 C -2.92 0.34 -0.11
104 C -4.05 0.89 -0.64
105 N -4.73 1.99 -0.21
106 O -4.19 2.64 0.76
107 O -5.80 2.36 -0.81
108 C -3.43 -1.94 -2.86
109 H -6.04 4.29 -7.51
110 H -7.39 3.29 -6.95
111 H -6.02 2.54 -7.77
112 H -5.91 3.90 -5.01
113 H -4.51 3.19 -5.85
114 H -5.24 2.43 -2.97
115 H -3.99 1.50 -3.88
116 H -5.44 -0.58 -3.35
117 H -6.38 0.47 -2.26
118 H -2.38 0.70 0.74
119 H -4.36 -2.50 -2.83
120 H -2.60 -2.63 -2.67
121 H -3.31 -1.55 -3.87

Summary:
* charge: -1

***

Below is a structure of composition C52H54Cl4NO7PPbS at a distorted geometry, with properties calculated with ωB97M-V with the def2-TZVPD basis set.

CARTESIAN COORDINATES (ANGSTROEM)
1 Pb 1.01 0.01 -0.15
2 C -6.73 -0.15 -2.81
3 C -6.12 1.17 -3.30
4 C -6.85 2.35 -2.65
5 C -6.33 1.26 -4.82
6 C -4.65 1.16 -2.91
7 C -4.27 1.23 -1.59
8 C -2.93 1.06 -1.20
9 N -2.47 1.20 0.03
10 C -2.80 1.06 1.26
11 C -4.04 0.45 1.68
12 C -4.66 0.30 2.87
13 C -2.76 -0.17 4.51
14 C -1.58 0.84 4.46
15 C -1.65 1.59 2.09
16 O -1.19 2.68 1.90
17 C -0.53 0.69 5.58
18 C -1.20 0.96 6.93
19 C 0.09 -0.71 5.57
20 C 0.62 1.70 5.41
21 C -6.11 -0.22 2.85
22 C -6.99 0.86 2.19
23 C -6.68 -0.51 4.24
24 C -6.21 -1.53 2.05
25 C -1.87 0.90 -2.21
26 O -0.69 0.75 -1.84
27 C -2.29 1.01 -3.59
28 C -3.63 1.07 -3.88
29 C -1.31 1.16 -4.76
30 C -1.58 2.55 -5.38
31 C -1.55 0.07 -5.81
32 C 0.16 1.13 -4.36
33 H -7.79 -0.19 -3.07
34 H -6.64 -0.23 -1.73
35 H -6.23 -0.99 -3.27
36 H -7.87 2.39 -3.02
37 H -6.36 3.29 -2.90
38 H -6.89 2.25 -1.57
39 H -7.40 1.26 -5.04
40 H -5.89 0.41 -5.33
41 H -5.91 2.19 -5.22
42 H -5.00 1.46 -0.82
43 H -4.59 0.10 0.81
44 H -2.88 -0.63 5.49
45 H -1.90 0.18 7.20
46 H -1.73 1.91 6.91
47 H -0.44 1.01 7.72
48 H -0.68 -1.49 5.63
49 H 0.75 -0.83 6.42
50 H 0.67 -0.87 4.66
51 H 0.28 2.73 5.52
52 H 1.12 1.60 4.45
53 H 1.36 1.51 6.18
54 H -6.96 1.78 2.77
55 H -8.02 0.51 2.15
56 H -6.66 1.08 1.18
57 H -6.77 0.39 4.84
58 H -6.08 -1.25 4.77
59 H -7.69 -0.92 4.13
60 H -6.01 -1.39 0.99
61 H -7.22 -1.93 2.14
62 H -5.52 -2.27 2.44
63 H -3.92 1.09 -4.91
64 H -2.60 2.64 -5.74
65 H -0.90 2.72 -6.21
66 H -1.42 3.33 -4.63
67 H -2.53 0.16 -6.27
68 H -1.48 -0.91 -5.35
69 H -0.80 0.14 -6.59
70 H 0.38 1.86 -3.59
71 H 0.77 1.35 -5.24
72 H 0.44 0.15 -3.99
73 O 3.94 -1.45 2.47
74 S 2.58 -1.50 2.03
75 O 2.38 -1.87 0.61
76 O 1.77 -0.30 2.33
77 C 1.71 -2.79 2.91
78 C 2.30 -3.64 3.82
79 C 1.52 -4.58 4.48
80 C 0.16 -4.66 4.21
81 C -0.42 -3.82 3.28
82 C 0.36 -2.86 2.62
83 P -0.44 -1.69 1.44
84 C -1.47 -2.93 0.58
85 C -2.84 -2.87 0.42
86 C -3.49 -3.83 -0.34
87 C -2.77 -4.85 -0.93
88 C -1.39 -4.90 -0.80
89 C -0.75 -3.94 -0.04
90 C -1.43 -0.82 2.70
91 C -2.42 -1.22 3.49
92 C -4.04 0.66 4.19
93 C -3.57 2.08 4.25
94 C -2.27 2.18 4.46
95 C -1.01 0.58 3.03
96 H 3.36 -3.54 4.01
97 H 1.96 -5.24 5.22
98 H -0.45 -5.39 4.72
99 H -1.47 -3.90 3.06
100 H -3.40 -2.06 0.88
101 H -4.56 -3.79 -0.46
102 H -3.28 -5.60 -1.52
103 H -0.83 -5.68 -1.29
104 H 0.33 -3.95 0.06
105 H -2.95 -2.16 3.45
106 H -4.77 0.52 4.99
107 H -4.27 2.90 4.15
108 H -1.70 3.09 4.52
109 H 0.07 0.72 2.98
110 Cl 0.23 -4.07 -6.06
111 C 0.91 -3.10 -4.83
112 C 2.27 -2.70 -4.93
113 Cl 3.18 -3.20 -6.29
114 C 2.83 -1.90 -3.97
115 Cl 4.47 -1.41 -4.09
116 C 2.10 -1.45 -2.83
117 O 2.57 -0.65 -2.00
118 C 0.70 -1.92 -2.70
119 O 0.02 -1.57 -1.69
120 C 0.16 -2.71 -3.74
121 Cl -1.48 -3.20 -3.60

Summary:
* charge: 0

***

Below is a structure of composition C52H54N3OP2PtS2Si2 at a distorted geometry, with properties calculated with ωB97M-V with the def2-TZVPD basis set.

CARTESIAN COORDINATES (ANGSTROEM)
1 Pt 0.23 -2.37 -0.31
2 C -1.73 -3.11 3.80
3 N -0.96 -2.68 2.67
4 P -1.18 2.40 5.06
5 C -2.85 1.93 5.55
6 C -3.19 1.21 6.76
7 C -4.31 0.43 6.68
8 C -5.21 0.51 5.64
9 C -4.93 1.33 4.55
10 C -3.79 2.11 4.48
11 C -1.19 3.98 6.28
12 C -2.43 4.66 6.16
13 C -2.42 5.86 6.61
14 C -1.25 6.43 7.35
15 C -0.13 5.74 7.50
16 C -0.04 4.52 6.68
17 P -0.85 -3.35 1.22
18 C -2.54 -2.94 0.76
19 C -2.96 -1.91 1.53
20 C -4.29 -1.57 1.51
21 C -5.04 -1.88 0.40
22 C -4.67 -3.04 -0.34
23 C -3.42 -3.59 -0.17
24 C -0.77 -5.19 1.27
25 C -1.25 -6.01 2.25
26 C -0.83 -7.35 2.23
27 C 0.23 -7.75 1.42
28 C 0.85 -6.86 0.49
29 C 0.08 -5.70 0.28
30 H -1.72 -4.15 4.09
31 H -2.77 -2.94 3.55
32 H -1.51 -2.39 4.64
33 H -2.39 1.15 7.50
34 H -4.58 -0.25 7.54
35 H -6.15 0.03 5.83
36 H -5.61 1.39 3.69
37 H -3.62 2.87 3.67
38 H -3.35 4.46 5.65
39 H -3.26 6.58 6.35
40 H -1.45 7.41 7.83
41 H 0.78 5.97 8.17
42 H 0.98 4.11 6.46
43 H -0.81 -0.28 -0.67
44 H -4.74 -0.96 2.33
45 H -5.95 -1.33 0.14
46 H -5.30 -3.40 -1.21
47 H -2.99 -4.32 -0.85
48 H -2.00 -5.69 2.93
49 H -1.23 -8.07 3.02
50 H 0.66 -8.76 1.56
51 H 1.59 -7.09 -0.19
52 H 0.45 -5.04 -0.54
53 S 1.54 -3.36 -6.91
54 C 0.13 -2.89 -7.86
55 C -0.67 -2.05 -7.11
56 C -0.32 -1.98 -5.74
57 C 0.84 -2.75 -5.42
58 C 1.57 -2.87 -4.21
59 C 0.97 -2.16 -3.13
60 N 1.53 -2.38 -1.94
61 C 2.86 -2.51 -1.87
62 C 3.53 -3.38 -2.84
63 C 5.04 -3.47 -2.72
64 C 5.68 -2.95 -1.58
65 C 4.90 -2.33 -0.58
66 C 5.39 -1.78 0.59
67 C 4.58 -1.59 1.79
68 C 3.18 -1.87 1.75
69 N 2.77 -2.38 0.58
70 C 3.45 -2.34 -0.58
71 C 5.36 -1.27 3.04
72 C 4.71 -1.05 4.25
73 C 5.64 -0.75 5.32
74 C 6.92 -0.70 4.77
75 S 7.08 -1.17 3.13
76 C 2.87 -3.41 -4.11
77 H 0.06 -3.20 -8.91
78 H -1.42 -1.44 -7.61
79 H -0.96 -1.32 -5.05
80 H 0.00 -1.66 -3.21
81 H 5.58 -3.77 -3.60
82 H 6.73 -3.14 -1.47
83 H 6.35 -1.32 0.67
84 H 2.68 -2.03 2.74
85 H 3.66 -1.26 4.33
86 H 5.52 -0.64 6.43
87 H 7.80 -0.27 5.27
88 H 3.51 -3.54 -4.96
89 O -0.48 -0.85 -1.44
90 C -2.82 3.85 -6.80
91 Si -1.50 4.50 -5.64
92 C -1.91 6.02 -4.75
93 C -1.48 3.04 -4.47
94 C -0.11 3.99 -7.06
95 Si 1.11 6.57 -6.55
96 C 1.65 7.16 -5.02
97 C 1.17 4.48 -7.05
98 C 2.30 3.52 -7.08
99 H -2.97 2.85 -7.15
100 H -2.75 4.61 -7.61
101 H -3.84 4.09 -6.34
102 H -2.55 6.76 -5.29
103 H -1.04 6.68 -4.45
104 H -2.42 5.76 -3.88
105 H -1.92 3.47 -3.50
106 H -0.43 2.67 -4.36
107 H -2.21 2.31 -4.88
108 H -1.18 -1.46 2.52
109 H 3.96 8.79 2.42
110 H 2.73 7.24 -4.89
111 H 1.00 7.34 -4.16
112 H 1.67 -2.79 0.46
113 H 3.57 8.25 2.89
114 H -0.66 3.21 -7.65
115 H 2.56 2.90 -8.07
116 H 2.09 2.76 -6.22
117 H 3.17 4.19 -7.08

Summary:
* charge: +1
* <S²>: 6.054
* multiplicity: 5

***

Results for relative energy (zero: lowest compared OMol25 entry of this formula, charge and spin): 23.2 81.8 183.5 0.0 (in kJ/mol, following the order of the records).